{"formula": "C3H8O2", "method": "wB97M-V/def2-TZVPD", "e_homo_ev": -9.97, "smiles": "COCOC", "energy_ha": -269.53250, "orbital_gap_ev": 11.031, "lumo_energy_ev": 1.1, "de_lowest_kcal_mol": 39.1, "species": ["C", "C", "C", "H", "H", "H", "H", "H", "H", "H", "H", "O", "O"], "xyz": [[-2.06, -0.55, -0.03], [-0.06, 0.74, 0.02], [2.06, -0.17, -0.06], [-1.65, -1.50, -0.43], [-2.07, -0.57, 1.05], [-3.07, -0.41, -0.44], [-0.03, 0.74, 1.14], [0.31, 1.71, -0.32], [2.66, -0.88, -0.70], [2.15, -0.40, 1.02], [2.37, 0.90, -0.32], [-1.36, 0.68, -0.43], [0.73, -0.29, -0.51]], "nbo_charge": [-0.26, 0.24, -0.26, 0.19, 0.17, 0.20, 0.12, 0.15, 0.20, 0.17, 0.17, -0.53, -0.55]}